{
  "formula": "C7H8N5O2",
  "method": "wB97M-V/def2-TZVPD",
  "elements": ["O", "C", "C", "H", "C", "H", "H", "N", "H", "C", "H", "O", "N", "N", "C", "C", "H", "H", "H", "N", "N", "C"],
  "coordinates": [[-1.806, 0.013, 0.839], [0.900, 2.999, 1.267], [-1.412, 2.223, 0.896], [0.730, -4.432, -2.801], [0.816, -3.352, -2.702], [1.867, -3.074, -2.619], [-2.476, 2.392, 0.767], [-0.507, -3.762, -0.609], [2.341, 1.457, 1.484], [-0.513, 3.369, 1.075], [-0.863, 3.974, 1.926], [0.645, -0.563, 1.253], [-1.027, 0.987, 0.955], [-0.774, -1.876, -0.001], [1.307, 1.723, 1.321], [0.414, 0.604, 1.198], [0.415, -2.869, -3.593], [-0.622, 4.054, 0.222], [1.617, 3.798, 1.374], [-1.028, -3.068, 0.342], [-0.110, -1.676, -1.084], [0.085, -2.922, -1.509]],
  "energy_ha": -695.25174,
  "gap_ev": [6.83, 6.99],
  "lumo_energy_ev": [-7.2839, -7.2174],
  "total_charge": 1,
  "relative_energy_kj_mol": 514.55,
  "homo_ev": [-14.12, -14.21]
}